# 1
# H2

2 unconnected molecules or ions with the total composition H2 in a non-equilibrium geometry (ωB97M-V/def2-TZVPD, the Open Molecules 2025 dataset).

```
! RIJCOSX wB97M-V def2-TZVPD def2/J DEFGRID3
* xyz 0 1
H -0.263 0.155 0.639
H 0.263 -0.155 -0.639
*
```

Results
**Strongest force on any atom**: 4.64 eV/A
**E_LUMO**: -0.1 eV
**Molecular weight**: 2.02 g/mol
**Calculated total energy**: -1.0588 Eh
**Energy relative to the best compared isomer or geometry (same formula, charge and spin)**: 2.778 eV
**Frontier orbital gap**: 11.6 eV

# 2
# C2H9N4O

2 unconnected molecules or ions with the total composition C2H9N4O in a non-equilibrium geometry (ωB97M-V/def2-TZVPD, the Open Molecules 2025 dataset).

```
! RIJCOSX wB97M-V def2-TZVPD def2/J DEFGRID3
* xyz 1 1
C -0.527 0.884 0.549
C -0.310 -1.449 -1.784
N 0.277 1.668 1.229
N -1.642 1.369 0.058
N 0.417 -1.037 0.413
N 1.433 -1.008 1.166
O 0.795 -1.014 -0.864
H -0.983 -2.125 -1.244
H 0.337 -1.833 -2.699
H -0.784 -0.500 -2.092
H 0.128 2.636 1.282
H 1.239 -1.074 2.168
H -1.837 2.411 0.154
H 2.348 -1.110 0.771
H -2.072 0.808 -0.637
H 1.182 1.375 1.531
*
```

Results
**Strongest force on any atom**: 3.22 eV/A
**E_LUMO (spin up / spin down)**: -3.8 / -3.8 eV
**Molecular weight**: 105.12 g/mol
**Calculated total energy**: -375.4676 Eh
**Energy relative to the best compared isomer or geometry (same formula, charge and spin)**: 6.255 eV
**Frontier orbital gap (spin up / spin down)**: 9.0 / 9.0 eV

# 3
# C63H41N9O2Sc

A molecular structure, C63H41N9O2Sc in a non-equilibrium geometry (ωB97M-V/def2-TZVPD, the Open Molecules 2025 dataset).

```
! RIJCOSX wB97M-V def2-TZVPD def2/J DEFGRID3
* xyz 1 1
Sc -0.251 -0.104 0.457
C 7.149 -1.081 2.235
C 6.352 -1.461 3.305
C 4.973 -1.324 3.238
C 4.376 -0.799 2.096
C 5.184 -0.406 1.030
C 6.561 -0.551 1.095
C 2.902 -0.640 1.949
C 2.123 -1.788 1.779
C 2.601 -3.134 1.960
C 1.532 -3.951 1.809
C 0.405 -3.113 1.495
C -0.872 -3.598 1.205
C -1.062 -5.080 1.182
C -1.337 -5.797 2.341
C -1.481 -7.176 2.297
C -1.350 -7.856 1.095
C -1.083 -7.148 -0.067
C -0.943 -5.769 -0.023
C -1.974 -2.792 0.920
N -1.953 -1.430 0.785
C -3.248 -1.044 0.554
C -3.698 0.273 0.403
C -5.124 0.454 -0.003
C -5.427 0.641 -1.350
C -6.746 0.754 -1.763
C -7.776 0.688 -0.836
C -7.479 0.518 0.508
C -6.160 0.401 0.924
C -2.942 1.414 0.671
C -3.499 2.733 0.770
C -2.513 3.549 1.217
C -1.338 2.736 1.395
N -1.612 1.450 1.006
C -0.104 3.188 1.882
C 1.021 2.369 2.062
C 2.254 2.803 2.668
C 3.113 1.758 2.613
C 2.392 0.659 2.032
N 1.127 1.053 1.698
C 0.039 4.632 2.218
C -0.750 5.244 3.190
C -0.600 6.593 3.476
C 0.336 7.355 2.793
C 1.134 6.755 1.830
C 0.992 5.405 1.551
C -4.100 -2.203 0.506
C -3.314 -3.282 0.739
N 0.790 -1.800 1.473
H 8.224 -1.194 2.288
H 6.809 -1.865 4.200
H 4.354 -1.617 4.078
H 4.719 0.017 0.146
H 7.178 -0.249 0.257
H 3.613 -3.401 2.211
H 1.493 -5.024 1.912
H -1.434 -5.266 3.281
H -1.697 -7.725 3.205
H -1.457 -8.932 1.064
H -0.985 -7.670 -1.011
H -0.745 -5.224 -0.940
H -4.623 0.705 -2.072
H -6.969 0.896 -2.814
H -8.805 0.768 -1.161
H -8.278 0.476 1.238
H -5.928 0.262 1.973
H -4.523 2.987 0.548
H -2.582 4.601 1.430
H 2.434 3.774 3.098
H 4.121 1.698 2.991
H -1.468 4.651 3.742
H -1.211 7.049 4.245
H 0.451 8.407 3.018
H 1.875 7.341 1.301
H 1.629 4.937 0.810
H -5.168 -2.185 0.364
H -3.600 -4.318 0.822
O 6.589 -0.015 -3.575
N 5.615 -0.740 -3.583
O 5.567 -1.828 -4.126
C 4.394 -0.221 -2.941
C 4.273 1.124 -2.917
C 3.132 1.748 -2.344
C 2.957 3.142 -2.374
C 1.842 3.675 -1.787
C 0.947 2.814 -1.142
N 1.076 1.501 -1.108
C 2.143 0.962 -1.730
C 2.255 -0.474 -1.788
N 1.235 -1.180 -1.262
C 1.261 -2.493 -1.384
C 2.328 -3.192 -1.942
C 3.400 -2.492 -2.432
C 3.370 -1.084 -2.408
H 5.055 1.730 -3.352
H 3.699 3.764 -2.858
H 1.651 4.739 -1.800
H 0.100 3.228 -0.613
H 0.405 -3.024 -0.995
H 2.307 -4.272 -1.969
H 4.240 -3.011 -2.860
N -2.376 -1.221 -3.520
C -1.806 -1.308 -2.298
N -1.491 -0.145 -1.791
C -1.922 0.790 -2.727
C -1.963 2.182 -2.681
C -2.494 2.850 -3.765
C -2.996 2.166 -4.881
C -3.005 0.787 -4.929
C -2.472 0.120 -3.833
H -2.705 -1.987 -4.081
H -1.650 -2.260 -1.809
H -1.635 2.716 -1.802
H -2.547 3.931 -3.750
H -3.404 2.732 -5.707
H -3.423 0.250 -5.771
*
```

Results
**Strongest force on any atom**: 1.41 eV/A
**E_LUMO**: -3.5 eV
**Molecular weight**: 1001.04 g/mol
**Calculated total energy**: -3829.3888 Eh
**Energy relative to the best compared isomer or geometry (same formula, charge and spin)**: 0.000 eV
**Frontier orbital gap**: 5.8 eV

# 4
# C49H54ClN8O4P2Sr

A molecular structure, C49H54ClN8O4P2Sr in a non-equilibrium geometry (ωB97M-V/def2-TZVPD, the Open Molecules 2025 dataset).

```
! RIJCOSX wB97M-V def2-TZVPD def2/J DEFGRID3
* xyz 1 1
Sr 1.984 0.749 1.135
O -3.976 0.596 2.384
C -3.553 1.728 2.929
O -4.423 2.572 3.289
C -2.088 1.973 3.018
C -1.368 3.170 3.328
Cl -1.781 4.670 4.076
N -0.011 2.919 3.182
N 0.254 1.576 2.815
C -0.968 1.053 2.586
C -1.021 -0.317 1.951
O -2.003 -1.092 2.125
O -0.041 -0.613 1.170
C 1.164 3.736 3.352
C 2.302 2.939 3.637
C 3.525 3.524 3.764
C 3.642 4.919 3.659
C 2.541 5.730 3.428
C 1.264 5.126 3.195
H -3.135 -0.141 2.257
H 2.030 1.934 4.013
H 4.367 2.920 4.024
H 4.607 5.322 3.734
H 2.533 6.822 3.427
H 0.423 5.587 2.724
C 6.272 -0.641 4.445
N 5.327 -1.608 3.957
C 5.045 -2.841 4.744
C 3.903 -3.482 3.995
N 3.323 -2.326 3.344
C 1.905 -2.207 3.333
C 4.212 -1.328 3.162
N 3.978 -0.271 2.379
C 4.973 0.287 1.491
C 5.034 -0.440 0.170
N 3.964 -0.045 -0.736
C 3.525 -0.783 -1.768
N 2.574 -1.773 -1.714
C 2.523 -2.739 -0.627
C 2.044 -2.081 -3.013
C 2.796 -1.019 -3.896
N 3.773 -0.390 -3.043
C 4.751 0.579 -3.455
H 6.320 -0.602 5.553
H 5.969 0.356 4.066
H 7.349 -0.893 4.083
H 4.780 -2.640 5.791
H 5.999 -3.376 4.772
H 3.147 -4.124 4.556
H 4.218 -4.211 3.239
H 1.445 -3.207 3.460
H 1.664 -1.781 2.337
H 1.522 -1.509 4.104
H 5.980 0.279 2.014
H 4.797 1.343 1.395
H 5.087 -1.567 0.305
H 5.995 -0.226 -0.272
H 1.519 -3.282 -0.681
H 2.676 -2.260 0.350
H 3.353 -3.483 -0.705
H 0.955 -1.944 -3.051
H 2.334 -3.089 -3.350
H 2.052 -0.337 -4.327
H 3.299 -1.567 -4.706
H 5.353 0.269 -4.396
H 5.387 0.828 -2.580
H 4.246 1.479 -3.847
C -3.357 -0.782 -3.731
C -3.859 0.680 -3.338
P -3.293 1.145 -1.581
C -4.026 2.769 -1.390
C -4.933 2.970 -0.369
C -5.601 4.133 -0.247
C -5.480 5.115 -1.204
C -4.579 4.938 -2.224
C -3.857 3.743 -2.365
C -1.603 1.839 -1.732
C -1.063 2.558 -0.638
C 0.284 2.905 -0.554
C 1.188 2.391 -1.495
C 0.669 1.770 -2.647
C -0.719 1.444 -2.726
P -2.966 -1.761 -2.218
C -4.601 -2.059 -1.508
C -5.722 -2.094 -2.341
C -6.964 -2.083 -1.739
C -7.099 -2.085 -0.358
C -5.997 -2.196 0.463
C -4.732 -2.154 -0.126
C -2.548 -3.450 -2.848
C -1.515 -3.576 -3.804
C -1.123 -4.868 -4.199
C -1.768 -5.993 -3.769
C -2.783 -5.832 -2.846
C -3.198 -4.608 -2.422
H -2.457 -0.759 -4.329
H -4.031 -1.230 -4.406
H -4.932 0.733 -3.474
H -3.333 1.373 -3.990
H -5.193 2.170 0.279
H -6.133 4.260 0.685
H -6.060 6.005 -1.213
H -4.374 5.775 -2.906
H -3.296 3.622 -3.264
H -1.741 3.023 0.069
H 0.628 3.506 0.299
H 2.251 2.367 -1.370
H 1.287 1.542 -3.514
H -1.055 0.916 -3.634
H -5.666 -2.177 -3.396
H -7.897 -2.118 -2.340
H -8.104 -2.223 0.088
H -6.092 -2.223 1.544
H -3.832 -2.227 0.510
H -1.000 -2.765 -4.266
H -0.351 -4.999 -4.935
H -1.576 -7.012 -4.253
H -3.381 -6.675 -2.545
H -4.059 -4.495 -1.763
*
```

Results
**Strongest force on any atom**: 4.21 eV/A
**E_LUMO**: -2.4 eV
**Molecular weight**: 1004.04 g/mol
**Calculated total energy**: -3812.0124 Eh
**Energy relative to the best compared isomer or geometry (same formula, charge and spin)**: 3.732 eV
**Frontier orbital gap**: 6.9 eV

# 5
# C10H10BrClSn

A molecular structure, C10H10BrClSn in a non-equilibrium geometry (ωB97M-V/def2-TZVPD, the Open Molecules 2025 dataset).

```
! RIJCOSX wB97M-V def2-TZVPD def2/J DEFGRID3
* xyz -2 1
C 1.510 -0.213 -1.798
C 2.849 -0.728 -1.778
C 2.796 -2.132 -2.010
H 3.800 -0.185 -1.811
C 1.442 -2.477 -2.308
C 0.624 -1.331 -2.137
H -0.421 -1.224 -2.484
H 1.154 0.825 -1.774
H 3.704 -2.730 -2.182
H 1.081 -3.406 -2.753
Sn 0.880 -1.072 0.662
Br 1.430 1.403 1.044
C -2.291 0.757 2.722
C -3.156 0.567 1.601
C -2.963 1.661 0.703
H -3.834 -0.265 1.445
C -1.985 2.529 1.271
C -1.577 1.979 2.526
H -0.838 2.404 3.196
H -2.192 0.085 3.568
H -3.459 1.795 -0.252
H -1.598 3.431 0.812
Cl 3.045 -1.671 1.735
*
```

Results
**Strongest force on any atom**: 1.41 eV/A
**E_LUMO**: 5.7 eV
**Molecular weight**: 364.26 g/mol
**Calculated total energy**: -3635.5739 Eh
**Energy relative to the best compared isomer or geometry (same formula, charge and spin)**: 0.000 eV
**Frontier orbital gap**: 5.7 eV

# 6
# C32H24BrN2O2P2S2W

A molecular structure, C32H24BrN2O2P2S2W in a non-equilibrium geometry (ωB97M-V/def2-TZVPD, the Open Molecules 2025 dataset).

```
! RIJCOSX wB97M-V def2-TZVPD def2/J DEFGRID3
* xyz 3 1
W -0.027 -0.479 0.876
S 2.323 -0.058 0.528
P 1.744 1.950 0.526
C 0.072 1.440 0.415
P -1.583 1.998 0.587
S -2.346 0.047 0.720
C -2.213 2.873 -0.800
C -3.161 2.314 -1.657
C -3.636 3.068 -2.720
C -3.159 4.356 -2.921
C -2.204 4.908 -2.069
C -1.722 4.173 -1.001
C -1.907 2.870 2.094
C -1.203 2.619 3.277
C -1.577 3.258 4.443
C -2.654 4.142 4.438
C -3.349 4.399 3.266
C -2.983 3.767 2.086
C 2.370 2.932 -0.769
C 1.597 3.160 -1.912
C 2.118 3.941 -2.930
C 3.397 4.470 -2.808
C 4.170 4.229 -1.674
C 3.662 3.463 -0.642
C 2.093 2.693 2.100
C 1.845 4.068 2.197
C 2.031 4.710 3.411
C 2.480 3.992 4.513
C 2.745 2.629 4.410
C 2.548 1.971 3.205
H -3.534 1.309 -1.497
H -4.379 2.652 -3.387
H -3.540 4.943 -3.749
H -1.847 5.916 -2.235
H -0.996 4.613 -0.326
H -0.339 1.969 3.284
H -1.028 3.081 5.359
H -2.948 4.635 5.356
H -4.181 5.090 3.266
H -3.538 3.969 1.179
H 0.607 2.729 -2.010
H 1.534 4.131 -3.820
H 3.801 5.076 -3.608
H 5.165 4.645 -1.599
H 4.259 3.286 0.246
H 1.531 4.639 1.330
H 1.845 5.773 3.493
H 2.649 4.501 5.453
H 3.136 2.090 5.263
H 2.792 0.920 3.121
N 0.157 -1.077 4.131
C 0.029 -0.696 3.066
H 0.265 -1.397 5.085
Br 0.687 -7.944 0.565
C 0.188 -6.393 -0.335
C -0.396 -6.481 -1.609
N -0.786 -5.427 -2.340
C -0.610 -4.230 -1.816
C -0.038 -4.043 -0.542
C 0.377 -5.159 0.214
C 0.126 -2.744 -0.061
O 0.633 -2.405 1.110
O -0.252 -1.660 -0.723
H -0.552 -7.456 -2.055
H -0.923 -3.382 -2.415
H 0.832 -5.045 1.190
*
```

Results
**Strongest force on any atom**: 1.56 eV/A
**E_LUMO**: -11.5 eV
**Molecular weight**: 858.38 g/mol
**Calculated total energy**: -5613.0690 Eh
**Energy relative to the best compared isomer or geometry (same formula, charge and spin)**: 0.000 eV
**Frontier orbital gap**: 4.8 eV